C5H24N2O7 | the ωB97M-V functional and the def2-TZVPD basis

Output
ΔE to the lowest compared entry with this formula, charge and spin: 42.5 kcal per mole
HOMO-LUMO gap: 9.7 eV
Structure (SMILES): C[C@H](CCN)NC=O.O.O.O.O.O.O
Total charge: 0
LUMO: 0.195 eV

CARTESIAN COORDINATES (ANGSTROEM)
C: -1.40636 1.48216 1.50949
C: -0.28285 0.81001 0.70978
C: 0.53532 -0.19053 1.49727
C: -0.24757 -1.39465 2.07629
N: -0.16981 -2.57279 1.20851
N: 0.64561 1.85657 0.21560
C: 0.31422 2.89381 -0.57749
O: 0.99543 3.89354 -0.70773
H: -1.06832 1.96164 2.43373
H: -1.94407 2.25444 0.97002
H: -2.05102 0.66892 1.85443
H: -0.75439 0.40576 -0.18663
H: 1.10874 0.26120 2.30613
H: 1.23767 -0.59466 0.76220
H: 0.17015 -1.60507 3.06309
H: -1.28967 -1.12439 2.22197
H: 0.58468 -2.50438 0.54291
H: -0.03888 -3.41426 1.75328
H: 1.54423 1.86435 0.68171
H: -0.66243 2.81718 -1.07645
O: -3.51534 1.08431 -0.72235
H: -3.62695 0.26006 -1.20008
H: -3.88467 1.04855 0.16028
O: 2.47019 2.64167 3.19218
H: 2.21484 2.31902 2.31859
H: 3.41008 2.39219 3.18191
O: 3.25058 -1.51242 -1.21735
H: 2.38131 -1.64341 -1.65181
H: 3.58025 -0.97157 -1.95199
O: -2.06370 -1.90855 -0.88059
H: -1.82019 -1.99767 0.06124
H: -1.77660 -2.76164 -1.23400
O: 1.40385 -1.98671 -4.51911
H: 2.26479 -1.57287 -4.36180
H: 0.78008 -1.25901 -4.58838
O: -0.36112 -0.58136 -2.56880
H: -0.99050 -1.08333 -2.00748
H: -0.93756 -0.23613 -3.26859

Atoms 1-3, force components in eV/Å:
C 0.29 -0.56 0.99
C -0.52 2.04 -0.32
C -0.32 -1.00 -0.58

Mulliken atomic charge list, values in e, 8 entries: atom 1 (C): -1.734, atom 2 (C): 1.177, atom 3 (C): -0.413, atom 4 (C): -0.682, atom 5 (N): -0.524, atom 6 (N): 0.052, atom 7 (C): 0.029, atom 8 (O): -0.611